No. 1
53
Properties=species:S:1:pos:R:3:forces:R:3 method="wB97M-V/def2-TZVPD" total_charge=+2 e_homo_ev="-13.49 / -13.49" multiplicity=2 lumo_ha="-0.277 / -0.273" de_lowest_kj_mol=48.0 homo_lumo_gap_ev="5.96 / 6.07"
Ti -1.1529 -0.3065 -0.1517 0.11 -0.26 0.04
O 3.9521 -2.1266 -0.0350 0.00 -0.02 -0.02
C 3.5342 -2.2581 -1.2972 -0.05 0.00 0.02
C 4.4978 -2.5830 -2.2538 0.03 0.00 -0.01
C 4.1407 -2.7424 -3.5719 0.00 0.01 0.03
C 2.8111 -2.5840 -3.9888 -0.04 0.00 -0.02
C 1.8560 -2.2522 -3.0661 0.05 0.00 -0.02
C 2.1941 -2.0717 -1.7068 -0.02 -0.01 -0.03
C 1.1674 -1.7014 -0.7742 0.04 -0.01 0.01
O -0.0549 -1.3907 -1.2257 0.04 0.06 0.01
N 1.3760 -1.6659 0.5249 0.00 -0.01 0.08
N 0.1926 -1.3106 1.1200 0.00 -0.01 -0.22
C -0.1709 -1.7854 2.2430 -0.09 0.02 0.09
C -1.5740 -1.5308 2.6029 -0.09 0.05 -0.09
C -2.1169 -1.9013 3.8143 0.01 -0.02 0.04
C -3.4780 -1.7040 4.0336 -0.03 0.03 -0.07
C -4.2476 -1.1524 3.0243 0.03 -0.03 0.06
C -3.6319 -0.8068 1.8296 -0.01 -0.01 0.02
N -2.3273 -0.9801 1.6113 0.06 0.04 0.07
H 3.1923 -1.9967 0.5588 0.00 0.01 0.01
H 5.5180 -2.7153 -1.9211 0.00 0.00 -0.01
H 4.8993 -3.0048 -4.2974 0.00 0.00 0.00
H 2.5439 -2.7352 -5.0248 0.00 0.00 0.00
H 0.8216 -2.1447 -3.3636 -0.01 0.00 0.01
H 0.4768 -2.4184 2.8428 0.00 0.00 0.00
H -1.4899 -2.3508 4.5728 0.00 0.00 -0.01
H -3.9243 -1.9912 4.9761 -0.01 0.00 0.00
H -5.3103 -0.9976 3.1435 0.00 0.00 0.00
H -4.2140 -0.3831 1.0192 0.01 0.00 -0.01
C -2.0666 2.5054 2.0819 0.01 -0.03 -0.01
P -0.5767 1.7219 1.3894 0.07 0.14 0.04
C 0.5225 1.4863 2.8115 -0.02 -0.02 -0.01
C 0.2177 3.0539 0.4120 -0.08 -0.03 -0.06
C -0.5064 3.2517 -0.9252 0.04 -0.07 0.07
P -0.6109 1.6538 -1.8109 -0.05 0.13 -0.03
C -1.5806 1.9701 -3.3092 0.01 -0.02 0.01
C 1.0790 1.3458 -2.3968 -0.02 0.02 0.01
H -1.8007 3.4179 2.6168 0.01 0.01 -0.02
H -2.5530 1.8238 2.7804 -0.01 -0.01 -0.01
H -2.7744 2.7556 1.2905 -0.02 0.01 0.02
H 0.7132 2.4469 3.2916 0.00 0.00 0.01
H 1.4693 1.0534 2.4886 0.00 0.00 0.00
H 0.0582 0.8208 3.5395 0.00 0.00 0.00
H 1.2594 2.7658 0.2508 0.00 0.01 0.00
H 0.2266 3.9741 0.9995 0.01 0.00 0.00
H 0.0130 3.9807 -1.5502 0.00 0.00 0.00
H -1.5213 3.6268 -0.7718 0.00 0.00 0.00
H -1.1159 2.7699 -3.8871 0.00 0.00 0.00
H -2.5996 2.2607 -3.0558 0.00 0.00 0.00
H -1.6129 1.0695 -3.9225 -0.01 0.00 0.00
H 1.4284 2.2040 -2.9730 0.00 0.00 0.00
H 1.0909 0.4577 -3.0276 0.00 0.00 0.01
H 1.7593 1.1749 -1.5616 0.01 -0.01 -0.01



No. 2
98
Properties=species:S:1:pos:R:3:forces:R:3 method="wB97M-V/def2-TZVPD" total_charge=-1 e_homo_ev=-5.09 lumo_ha=0.055 de_lowest_kj_mol=16.6 homo_lumo_gap_ev=6.58
Cu 1.8633 0.2570 -0.5824 -0.19 -0.20 0.39
C -5.7650 3.7796 -2.6053 -0.06 0.06 -0.05
C -4.6557 2.9767 -1.9890 0.01 -0.07 0.03
C -4.7567 1.6004 -1.8653 0.02 0.00 0.01
C -3.7479 0.8431 -1.2769 -0.12 0.10 -0.01
C -3.9440 -0.6474 -1.2236 -0.01 -0.17 -0.02
C -2.6197 1.4930 -0.7686 0.13 0.00 -0.18
Te -1.0363 0.2799 -0.0592 0.32 0.38 0.43
N -0.4519 1.5624 1.3483 -0.28 -0.26 -0.22
C 0.7550 1.4215 1.8855 0.29 0.37 0.22
O 1.7598 0.7703 1.5442 -0.47 -0.27 -0.32
C 0.8697 2.2426 3.1531 -0.06 -0.01 0.00
C 1.4088 1.6464 4.2855 0.09 0.00 -0.04
C 1.4890 2.3547 5.4755 0.03 -0.07 0.00
C 1.0519 3.6696 5.5366 0.00 0.02 0.02
C 0.5360 4.2748 4.3989 -0.01 0.05 0.00
C 0.4354 3.5612 3.2145 0.00 -0.04 0.02
C -2.1496 -0.8278 1.3666 0.07 0.01 -0.11
C -1.8635 -2.1873 1.3597 0.02 -0.13 0.02
C -2.4416 -3.0359 2.2916 0.00 0.00 0.00
C -3.3174 -2.5110 3.2279 0.02 -0.03 -0.01
C -3.6049 -1.1553 3.2209 0.01 0.05 -0.01
C -3.0318 -0.2781 2.2997 -0.12 -0.12 0.10
C -3.4373 1.1693 2.3470 -0.01 0.06 0.02
C -2.4588 2.8737 -0.9353 -0.15 0.06 -0.02
C -1.2374 3.6527 -0.5357 0.12 0.05 0.03
C -3.4969 3.5848 -1.5322 0.01 0.04 0.00
H -6.2778 3.2125 -3.3827 -0.01 -0.01 0.00
H -5.3898 4.7023 -3.0486 0.02 0.00 0.01
H -6.5109 4.0565 -1.8570 0.00 -0.01 0.02
H -5.6319 1.0896 -2.2526 -0.02 0.00 -0.01
H -4.6972 -0.9461 -1.9526 -0.02 0.00 0.03
H -4.2735 -0.9737 -0.2365 -0.03 -0.01 0.02
H -3.0380 -1.2139 -1.4532 0.05 0.07 -0.01
H 1.7807 0.6328 4.2178 0.00 -0.02 0.01
H 1.9073 1.8742 6.3512 -0.01 0.02 0.02
H 1.1207 4.2238 6.4644 0.01 0.01 0.00
H 0.2096 5.3073 4.4340 0.00 0.00 0.01
H 0.0323 4.0288 2.3268 -0.03 0.00 -0.01
H -1.1724 -2.5915 0.6282 0.03 0.05 0.01
H -2.1980 -4.0901 2.2863 -0.01 -0.02 0.01
H -3.7742 -3.1535 3.9699 0.00 -0.01 0.01
H -4.2895 -0.7490 3.9566 -0.01 -0.01 0.02
H -3.7599 1.4227 3.3575 -0.03 0.01 -0.02
H -4.2740 1.3563 1.6679 0.01 0.00 -0.01
H -2.6176 1.8298 2.0769 0.05 -0.02 -0.02
H -0.3089 3.1407 -0.7889 -0.03 -0.01 -0.04
H -1.2127 3.8177 0.5396 -0.03 0.01 -0.01
H -1.2523 4.6201 -1.0399 0.02 0.02 0.01
H -3.3780 4.6564 -1.6549 -0.01 0.02 -0.02
C 3.3995 -4.4029 -3.4307 0.00 -0.12 -0.05
N 3.3183 -2.9611 -3.4123 0.11 0.17 0.02
C 2.3021 -2.1921 -3.9212 -0.06 -0.03 -0.02
C 2.5123 -0.9260 -3.4711 -0.08 0.09 -0.14
N 3.6291 -0.9244 -2.6846 0.07 -0.02 -0.07
C 4.0860 -2.1506 -2.6617 -0.01 -0.13 0.11
H 3.0828 -4.7733 -4.4048 0.02 0.01 -0.01
H 2.7637 -4.8146 -2.6474 0.02 0.03 -0.03
H 4.4339 -4.6990 -3.2642 -0.01 -0.02 -0.01
H 1.5179 -2.6242 -4.5159 -0.02 0.01 -0.01
H 1.9520 -0.0210 -3.6314 -0.02 0.01 0.00
H 4.9458 -2.4823 -2.1045 -0.01 0.00 0.01
F 5.4715 2.6023 -1.8232 -0.03 -0.12 0.01
Te 4.5193 0.9740 -1.5468 -0.71 1.25 -0.45
F 6.1548 0.0754 -1.6897 -0.10 0.01 -0.01
F 4.1256 -0.5380 -0.3689 -0.03 -0.05 0.10
F 4.9287 1.5648 0.2128 0.10 -0.01 -0.10
F 4.6406 1.1351 -3.4635 0.19 -0.06 -0.02
O 2.8000 1.6833 -1.6064 1.06 -1.06 0.35
O 1.5983 -3.5509 -1.1851 -0.17 0.03 0.06
C 1.5425 -2.8356 -0.1814 0.15 -0.17 0.06
O 1.1557 -1.6401 -0.0748 -0.07 0.21 -0.14
C 1.9692 -3.4767 1.1364 0.03 0.05 0.05
C 1.8341 -4.8489 1.2935 0.09 0.19 0.02
C 2.2288 -5.4247 2.4855 -0.03 -0.47 0.12
C 2.7998 -4.7144 3.5210 -0.06 0.26 -0.30
C 2.9201 -3.3507 3.3143 0.07 0.00 0.29
C 2.4985 -2.7009 2.1675 -0.12 -0.14 -0.06
N 3.5326 -2.5658 4.4098 0.11 -0.01 -0.18
O 4.2493 -3.1674 5.1904 -0.13 0.07 0.03
O 3.2971 -1.3792 4.4507 -0.01 -0.04 0.06
N 2.0449 -6.8866 2.6678 0.03 0.33 -0.07
O 2.3972 -7.3722 3.7223 0.04 -0.08 0.13
O 1.5498 -7.5106 1.7535 -0.05 -0.08 -0.09
H 1.4353 -5.4422 0.4850 -0.01 -0.03 0.00
H 3.1321 -5.1861 4.4298 0.01 -0.01 0.02
H 2.5832 -1.6254 2.0565 0.00 0.03 0.00
C -1.0875 3.9504 -5.0436 -0.01 0.08 -0.07
N -0.4443 3.2017 -3.9959 -0.02 -0.21 0.17
C -0.6694 1.8864 -3.7097 0.06 0.36 -0.20
N -1.4134 1.1961 -4.6350 -0.11 0.00 0.15
O -0.2450 1.3686 -2.6900 -0.01 -0.27 0.01
H -0.8331 5.0016 -4.9271 0.00 -0.01 0.00
H -2.1769 3.8616 -4.9961 0.01 -0.02 0.01
H -0.7491 3.6462 -6.0398 0.00 -0.01 0.01
H 0.1158 3.6701 -3.3043 0.02 0.02 -0.01
H -1.5374 1.5420 -5.5683 0.05 -0.02 -0.02
H -1.4588 0.2034 -4.4898 0.03 -0.01 -0.02



No. 3
19
Properties=species:S:1:pos:R:3:forces:R:3 method="wB97M-V/def2-TZVPD" total_charge=+1 e_homo_ev="-13.38 / -13.38" lumo_ha="-0.205 / -0.205" de_lowest_kj_mol=459.9 homo_lumo_gap_ev="7.79 / 7.79"
C 1.5182 0.9888 1.4057 0.20 -2.50 -0.86
C 0.6061 -1.4914 -0.3911 0.59 0.10 -0.39
C -1.8331 -0.7314 -0.1170 1.11 -3.56 1.91
C 0.2064 1.3014 0.7453 3.24 -2.65 -0.45
N -0.4131 -0.5002 -0.6714 -1.76 3.23 3.67
P -0.6548 0.0674 -2.2728 2.09 2.80 -1.31
H 2.4631 1.1810 0.8784 -0.63 -0.17 -0.52
H 1.6192 1.6386 2.2068 -0.26 1.94 1.92
H 1.6392 0.0058 2.0024 -0.71 1.17 -1.31
H 1.6172 -1.0896 -0.4454 -0.05 0.71 0.11
H 0.5713 -1.9907 0.5920 -0.71 0.00 -0.73
H 0.5866 -2.0667 -1.2895 0.02 -1.81 -0.09
H -2.6161 -0.0059 -0.4004 0.83 -0.37 -0.18
H -2.1064 -1.8646 -0.4072 0.19 2.66 0.51
H -1.7332 -0.7497 1.0402 -0.34 -0.01 -1.92
H 0.2667 2.0236 -0.0281 -0.69 0.62 -0.54
H -0.6113 0.9788 1.2921 -1.82 0.24 0.71
H -1.5938 1.1032 -1.9502 0.19 -0.50 -0.02
H 0.4679 1.2014 -2.1900 -1.48 -1.89 -0.52



No. 4
9
Properties=species:S:1:pos:R:3:forces:R:3 method="wB97M-V/def2-TZVPD" total_charge=+2 e_homo_ev="-18.77 / -18.73" lumo_ha="-0.443 / -0.408" homo_lumo_gap_ev="6.71 / 7.64"
H 1.8008 2.4008 1.4397 4.15 0.45 0.89
O 2.7490 1.9078 1.1421 -2.94 0.28 0.68
C 1.9958 0.9993 0.5663 1.77 1.80 -1.84
C 0.6950 1.3502 0.8608 -3.98 -3.21 -0.41
O -0.3927 1.1642 0.1413 1.26 1.29 0.10
Cd -1.4669 0.5098 -1.5482 -1.52 -3.58 -1.23
Li -0.8337 2.5248 -1.2460 0.82 2.84 0.71
H 2.3812 0.4933 -0.3089 0.33 -0.82 0.34
H 0.4649 1.3184 1.9191 0.12 0.95 0.76



Across the entries above, energy takes the values -70371.1603 -139618.8627 -15126.7966 -10963.6846 eV, respectively.